No. 1
{
  "formula": "C15H34BCl2N3O5P",
  "method": "ωB97M-V with the def2-TZVPD basis set",
  "e_homo_ev": -11.70,
  "lumo_ev": -2.88,
  "total_charge": 1,
  "symbols": ["C", "C", "B", "O", "C", "Cl", "O", "C", "O", "C", "C", "Cl", "C", "C", "N", "N", "C", "C", "C", "N", "P", "C", "O", "H", "H", "H", "H", "H", "H", "H", "H", "H", "H", "H", "H", "H", "H", "H", "H", "H", "H", "H", "H", "H", "H", "H", "H", "H", "H", "H", "H", "C", "C", "O", "C", "H", "H", "H", "H", "H", "H"],
  "positions_angstrom": [[3.1796, 1.8593, 2.5464], [1.6288, 1.8336, 2.5513], [1.0247, 1.5583, 1.1512], [1.5932, 2.0418, -0.0007], [-0.3181, 0.6454, 0.8917], [-1.4051, 0.9240, 2.3418], [-0.9860, 1.2040, -0.2091], [-1.7904, 0.3417, -0.9777], [-2.7468, 1.0596, -1.6673], [-2.4346, -0.8077, -0.2066], [-3.6227, -0.6251, 0.7533], [-4.6936, -2.0707, 0.5198], [-4.4599, 0.6464, 0.6747], [-5.1797, 0.9125, 2.0113], [-1.3370, -1.5895, 0.5091], [-1.2364, -2.8880, -0.0752], [0.0155, -0.8482, 0.6894], [0.9453, -0.9448, -0.5516], [2.4715, -0.9258, -0.3502], [3.1378, -2.2059, -0.1935], [0.9939, -1.5217, 2.2253], [1.0756, -3.3430, 1.9720], [-0.0764, -1.5275, 3.4674], [3.5559, 2.7609, 3.0205], [3.5711, 1.0146, 3.1105], [3.5908, 1.8013, 1.5403], [1.2808, 1.1131, 3.2907], [1.2534, 2.8018, 2.8991], [1.1519, 2.8327, -0.3218], [-1.1442, -0.1411, -1.7204], [-2.6321, 1.9958, -1.4872], [-2.7754, -1.4596, -1.0059], [-3.3095, -0.7384, 1.7890], [-5.2020, 0.5242, -0.1108], [-3.8338, 1.4991, 0.4354], [-4.6159, 1.6395, 2.5939], [-6.1605, 1.3458, 1.8349], [-5.2909, 0.0041, 2.5991], [-1.6815, -1.6844, 1.4680], [-1.8766, -3.5324, 0.3636], [-0.2891, -3.2185, -0.1143], [0.6845, -1.7975, -1.1823], [0.7312, -0.0756, -1.1702], [2.8685, -0.4382, -1.2434], [2.7752, -0.2776, 0.4714], [2.6586, -2.9890, -0.6065], [3.4350, -2.4075, 0.7473], [1.3295, -3.6518, 0.9659], [0.1569, -3.8449, 2.2880], [1.8641, -3.6821, 2.6434], [-0.6729, -2.2817, 3.4597], [2.5632, 2.1592, -5.7081], [2.8627, 1.7720, -4.2817], [3.9749, 1.4871, -3.9121], [1.6984, 1.7478, -3.3128], [3.4789, 2.1346, -6.2924], [1.8388, 1.4670, -6.1409], [2.1385, 3.1638, -5.7434], [0.9464, 1.0308, -3.6529], [1.2333, 2.7342, -3.2547], [2.0629, 1.4624, -2.3313]],
  "nbo_charge": [-0.60, -0.88, 1.19, -0.96, -0.09, -0.06, -0.54, 0.39, -0.69, -0.11, -0.18, -0.07, -0.43, -0.61, -0.26, -0.65, -0.15, -0.50, -0.23, -0.83, 1.19, -1.00, -0.96, 0.23, 0.22, 0.21, 0.24, 0.28, 0.53, 0.15, 0.50, 0.28, 0.22, 0.24, 0.22, 0.22, 0.23, 0.21, 0.43, 0.40, 0.39, 0.23, 0.26, 0.22, 0.22, 0.35, 0.37, 0.23, 0.22, 0.27, 0.48, -0.72, 0.59, -0.53, -0.73, 0.25, 0.23, 0.23, 0.22, 0.23, 0.23]
}

No. 2
{
  "formula": "C15H34NO2P2PbSi",
  "method": "ωB97M-V with the def2-TZVPD basis set",
  "e_homo_ev": -16.99,
  "relative_energy_kcal_mol": 5.6,
  "lumo_ev": -12.35,
  "total_charge": 3,
  "symbols": ["Pb", "P", "C", "C", "N", "C", "C", "C", "C", "C", "P", "H", "H", "H", "H", "H", "H", "H", "H", "O", "H", "H", "O", "H", "C", "H", "H", "H", "C", "H", "H", "H", "C", "H", "H", "H", "C", "H", "H", "H", "C", "Si", "C", "C", "C", "H", "H", "H", "H", "H", "H", "H", "H", "H", "H", "H"],
  "positions_angstrom": [[-0.0453, 1.0870, 0.7233], [2.3217, -0.6980, -0.0161], [2.3327, -1.0081, -1.7461], [1.0957, -1.1172, -2.4217], [-0.0878, -0.5989, -1.8923], [-1.2429, -1.1711, -2.2774], [-1.3636, -2.1402, -3.2757], [-0.2212, -2.4779, -3.9794], [0.9678, -1.8892, -3.6048], [-2.5391, -0.6998, -1.6372], [-2.5026, 0.9467, -0.8034], [1.8707, -2.1320, -4.1363], [-2.3665, -2.4788, -3.5209], [-0.3115, -3.2249, -4.7590], [-3.3760, -0.6128, -2.3435], [-2.8617, -1.3841, -0.8388], [3.8718, 2.8826, -4.4839], [3.2644, -1.3506, -2.2649], [0.0967, 2.9903, -2.6514], [3.7099, 3.1478, -3.5713], [4.5145, 3.1409, -3.0164], [0.5364, 2.3152, -1.1930], [0.4870, 3.2170, -1.7859], [1.3612, 3.6967, -1.7604], [-2.4961, 2.0927, -2.2251], [-3.3387, 1.7825, -2.8594], [-2.6566, 3.1299, -1.8819], [-1.5818, 1.9997, -2.8444], [-4.1743, 1.1358, -0.1241], [-4.1825, 1.9381, 0.6258], [-4.8545, 1.3757, -0.9482], [-4.4785, 0.1863, 0.3318], [2.1257, -2.4020, 0.6277], [3.0461, -2.9789, 0.5042], [1.8617, -2.3796, 1.6906], [1.3067, -2.8519, 0.0523], [4.0770, -0.1364, 0.2249], [4.2614, 0.1281, 1.2758], [4.8120, -0.9124, -0.0311], [4.2598, 0.7550, -0.4035], [-1.2038, -0.0472, 5.5613], [-0.5172, -0.0838, 3.8282], [1.3604, 0.1675, 3.9239], [-0.8404, -1.7757, 3.1092], [-1.2523, 1.1667, 2.6698], [-0.7992, -0.8786, 6.1572], [-2.2964, -0.1470, 5.5207], [-0.9513, 0.8985, 6.0585], [1.7601, -0.3780, 4.7937], [1.9333, -0.1669, 3.0422], [1.6060, 1.2250, 4.1028], [-1.9134, -1.9074, 2.9462], [-0.3465, -2.0086, 2.1611], [-0.5603, -2.5596, 3.8196], [-2.3247, 0.9959, 2.4887], [-1.1538, 2.1956, 3.0580]],
  "lowdin_charge": [1.15, 0.81, -0.09, -0.31, 0.09, -0.28, 0.08, 0.04, 0.07, -0.27, 0.77, 0.14, 0.15, 0.15, 0.11, 0.11, 0.05, 0.15, 0.14, -0.08, 0.06, 0.00, 0.16, 0.19, -0.25, 0.07, 0.08, 0.03, -0.22, 0.07, 0.07, 0.07, -0.20, 0.08, 0.05, 0.06, -0.22, 0.06, 0.07, 0.06, -0.16, 0.33, -0.19, -0.18, -0.44, 0.06, 0.05, 0.05, 0.06, -0.01, 0.05, 0.04, -0.01, 0.06, 0.00, 0.03]
}

No. 3
{
  "formula": "C15H35MnO22S4V",
  "method": "ωB97M-V with the def2-TZVPD basis set",
  "spin_multiplicity": 7,
  "e_homo_ev": [-12.10, -12.73],
  "lumo_ev": [-5.74, -5.18],
  "total_charge": 1,
  "symbols": ["O", "V", "Mn", "O", "C", "O", "O", "H", "O", "C", "O", "O", "H", "O", "C", "O", "O", "H", "O", "S", "O", "O", "C", "C", "C", "H", "H", "H", "H", "H", "H", "H", "H", "O", "S", "O", "O", "C", "C", "C", "H", "H", "H", "H", "H", "H", "H", "H", "O", "S", "O", "O", "C", "C", "C", "H", "H", "H", "H", "H", "H", "H", "H", "O", "S", "O", "O", "C", "C", "C", "H", "H", "H", "H", "H", "H", "H", "H"],
  "positions_angstrom": [[3.0595, -1.6915, 5.0871], [3.1093, -1.3164, 3.5726], [0.0470, -1.0551, 0.1445], [0.4356, -4.8136, 2.4307], [0.6833, -3.5045, 2.2300], [1.4718, -2.9304, 2.9344], [0.1843, -2.9677, 1.2202], [-0.0961, -4.8037, 1.6315], [4.1438, -1.5111, -0.6169], [3.2252, -1.1321, 0.1592], [3.3814, -1.0291, 1.3546], [2.1109, -0.8925, -0.1800], [4.8204, -1.4415, 0.0605], [-0.5904, 0.6338, 4.1058], [0.2524, 0.3021, 3.1323], [-0.0916, 0.0173, 1.9810], [1.4421, 0.1621, 3.4950], [-0.0162, 0.3299, 4.8125], [-2.2192, -1.2137, 0.4149], [-3.6054, -0.7728, 0.7980], [-4.4034, 0.0063, -0.1320], [-4.4764, -2.0023, 1.4530], [-3.8962, -3.0116, 2.3202], [-3.2782, -4.2037, 1.5316], [-3.5238, 0.2502, 2.4309], [-4.6554, -3.3680, 3.0164], [-3.1430, -2.6385, 3.0141], [-2.6456, -3.9634, 0.6770], [-4.0139, -4.9377, 1.2031], [-2.7860, -4.8310, 2.2747], [-4.5063, 0.7136, 2.5210], [-2.8535, 1.1097, 2.4321], [-3.4932, -0.4546, 3.2618], [0.7181, 6.8536, 1.6993], [1.8709, 5.9187, 1.9308], [2.0018, 5.2535, 3.2351], [1.9015, 4.8024, 0.6670], [2.7760, 3.6774, 0.8159], [2.7679, 2.8467, -0.4700], [3.4543, 6.8168, 1.3946], [2.4119, 3.0794, 1.6513], [3.8376, 3.9029, 0.9170], [1.7120, 2.7145, -0.7060], [3.2888, 1.9049, -0.2978], [3.2768, 3.4046, -1.2561], [4.2571, 6.1168, 1.1633], [3.7000, 7.4499, 2.2472], [3.2033, 7.1706, 0.3947], [-1.8133, -1.9426, -3.4740], [-0.5539, -2.5376, -3.0329], [0.0172, -2.1498, -1.7278], [-0.7009, -4.2161, -3.0636], [0.3170, -4.9633, -2.3916], [0.1819, -6.4473, -2.8773], [0.6855, -2.3085, -4.3656], [0.0366, -5.1108, -1.3487], [1.3184, -4.5341, -2.4240], [0.7991, -7.2675, -2.5106], [0.3174, -6.4011, -3.9579], [-0.8611, -6.7213, -2.7189], [0.3498, -2.8091, -5.2738], [1.7182, -2.5606, -4.1242], [0.8104, -1.2351, -4.5081], [0.3651, 1.9293, -3.1648], [-0.5719, 1.6196, -2.0535], [-0.2720, 0.5241, -1.1027], [-1.1405, 3.0070, -1.2782], [-1.1965, 4.2113, -2.0220], [-0.6645, 5.3244, -1.1454], [-2.1959, 1.1217, -2.7837], [-2.2103, 4.4321, -2.3560], [-0.5874, 4.1471, -2.9237], [-1.3452, 6.1483, -1.3597], [0.3161, 5.7331, -1.3898], [-0.8507, 5.1224, -0.0906], [-2.8043, 1.9525, -3.1411], [-2.7319, 0.5981, -1.9920], [-1.9835, 0.3825, -3.5560]],
  "lowdin_spin": [-0.23, 1.21, 4.71, 0.00, 0.01, 0.01, 0.04, 0.00, 0.00, 0.01, 0.00, 0.04, 0.00, 0.00, 0.01, 0.04, 0.01, 0.00, 0.03, 0.01, 0.00, 0.00, 0.00, 0.00, 0.00, 0.00, 0.00, 0.00, 0.00, 0.00, 0.00, 0.00, 0.00, 0.00, 0.00, 0.00, 0.00, 0.00, 0.00, 0.00, 0.00, 0.00, 0.00, 0.00, 0.00, 0.00, 0.00, 0.00, 0.00, 0.01, 0.03, 0.00, 0.00, 0.00, 0.00, 0.00, 0.00, 0.00, 0.00, 0.00, 0.00, 0.00, 0.00, 0.00, 0.01, 0.04, 0.00, 0.00, 0.00, 0.00, 0.00, 0.00, 0.00, 0.00, 0.00, 0.00, 0.00, 0.00]
}

No. 4
{
  "formula": "C15H35N15O5",
  "method": "ωB97M-V with the def2-TZVPD basis set",
  "spin_multiplicity": 2,
  "e_homo_ev": [-11.29, -11.29],
  "lumo_ev": [-3.23, -9.21],
  "total_charge": 1,
  "symbols": ["C", "O", "N", "N", "H", "H", "H", "H", "C", "O", "N", "N", "H", "H", "H", "H", "C", "O", "N", "N", "H", "H", "H", "H", "C", "O", "N", "N", "H", "H", "H", "H", "C", "O", "N", "N", "H", "H", "H", "H", "C", "C", "N", "H", "H", "H", "C", "C", "N", "H", "H", "H", "C", "C", "N", "H", "H", "H", "C", "C", "N", "H", "H", "H", "C", "C", "N", "H", "H", "H"],
  "positions_angstrom": [[18.8188, 29.4007, 18.1100], [19.1855, 29.1507, 16.9866], [19.0238, 30.4952, 18.7685], [18.0991, 28.5745, 18.7538], [18.8189, 30.5455, 19.7562], [19.5668, 31.1852, 18.2694], [17.6175, 27.8270, 18.2748], [17.7434, 28.7719, 19.6782], [15.1173, 24.7473, 18.0627], [14.5602, 24.0987, 18.9749], [15.8235, 25.8022, 18.2979], [15.0947, 24.3951, 16.7750], [15.7568, 26.2567, 19.1974], [16.3451, 25.9871, 17.4530], [14.3624, 23.7933, 16.4260], [15.6540, 24.9814, 16.1721], [21.7760, 30.5474, 15.2009], [22.6703, 31.2045, 14.7123], [21.9826, 29.4062, 15.7825], [20.5119, 30.7402, 15.0450], [21.2293, 29.2189, 16.4286], [22.9258, 29.1828, 16.0664], [20.2850, 31.7176, 14.9294], [19.8513, 30.1030, 15.4665], [14.2572, 30.4864, 20.4925], [14.1003, 29.3023, 20.6741], [15.3155, 31.0811, 20.0983], [13.1738, 31.2856, 20.7375], [15.1878, 32.0585, 19.8784], [16.1469, 30.5103, 20.0411], [13.2170, 32.1079, 20.1527], [12.3583, 30.6900, 20.7205], [17.3407, 29.0669, 22.6234], [17.6194, 29.8173, 21.6981], [16.1495, 28.5775, 22.7932], [18.1790, 28.5412, 23.4667], [15.5534, 28.7158, 21.9897], [15.9409, 27.8692, 23.4824], [19.1378, 28.8105, 23.2983], [17.9286, 27.8037, 24.1097], [23.4650, 31.9892, 18.1549], [24.2737, 31.7320, 19.3281], [24.9128, 31.5865, 20.3051], [22.4313, 31.7466, 18.4011], [23.9363, 31.4000, 17.3683], [23.6664, 33.0259, 17.8849], [19.1959, 32.1371, 22.4714], [19.3998, 33.6167, 22.3533], [19.5442, 34.7771, 22.3267], [18.5858, 31.7515, 23.2883], [20.1363, 31.5886, 22.4167], [18.7235, 31.8562, 21.5301], [21.7079, 29.6461, 20.6233], [21.2892, 28.7602, 21.6929], [20.8958, 28.0546, 22.5422], [22.6624, 30.1010, 20.8882], [20.9628, 30.4262, 20.4673], [21.6957, 29.1141, 19.6720], [19.2325, 24.1230, 15.0235], [18.5879, 25.2704, 15.6620], [18.0212, 26.1548, 16.1489], [20.2787, 24.4289, 15.0318], [18.7121, 23.8897, 14.0947], [19.1073, 23.2716, 15.6924], [14.7671, 29.0556, 16.7747], [13.5212, 28.9686, 15.9524], [12.5510, 28.8034, 15.3826], [15.4277, 29.9222, 16.7497], [15.4952, 28.3273, 16.4176], [14.4290, 28.8440, 17.7892]],
  "nbo_charge": [0.76, -0.72, -0.83, -0.82, 0.42, 0.41, 0.39, 0.40, 0.71, -0.03, -0.74, -0.76, 0.46, 0.45, 0.45, 0.43, 0.73, -0.67, -0.83, -0.84, 0.39, 0.39, 0.39, 0.42, 0.77, -0.73, -0.81, -0.82, 0.41, 0.43, 0.37, 0.41, 0.77, -0.79, -0.83, -0.81, 0.42, 0.39, 0.43, 0.40, -0.72, 0.28, -0.34, 0.23, 0.28, 0.28, -0.71, 0.27, -0.31, 0.27, 0.24, 0.24, -0.74, 0.33, -0.38, 0.29, 0.24, 0.26, -0.73, 0.39, -0.46, 0.29, 0.28, 0.27, -0.73, 0.27, -0.30, 0.27, 0.24, 0.26]
}

no.,calculated total energy (eV),maximum force (hartree/bohr)
1,-65817.613,0.013
2,-53365.100,0.045
3,-161508.836,0.190
4,-48703.625,0.138